{"formula": "C22H21BeBrI2N4O3P", "method": "ωB97M-V with the def2-TZVPD basis set", "elements": ["Be", "I", "C", "C", "C", "I", "C", "C", "C", "C", "N", "C", "C", "O", "H", "H", "H", "H", "Br", "C", "C", "C", "C", "C", "C", "C", "O", "O", "H", "H", "H", "H", "C", "N", "C", "N", "C", "N", "C", "P", "C", "C", "H", "H", "H", "H", "H", "H", "H", "H", "H", "H", "H", "H", "H"], "positions_angstrom": [[1.020098, -0.566433, -0.014210], [4.789597, 1.589652, -2.081658], [4.196267, 1.263937, -0.120245], [4.975574, 1.749250, 0.959704], [4.606972, 1.552940, 2.262248], [5.818546, 2.299022, 3.787073], [3.409409, 0.848305, 2.564055], [2.884074, 0.557023, 3.839773], [1.705673, -0.137276, 3.962853], [1.020997, -0.551817, 2.815105], [1.482120, -0.291719, 1.607710], [2.659688, 0.388606, 1.475227], [3.037546, 0.572714, 0.116427], [2.211793, 0.044850, -0.775898], [5.886701, 2.287270, 0.738233], [3.417496, 0.881449, 4.723973], [1.300642, -0.371647, 4.936070], [0.095925, -1.112182, 2.875941], [1.432255, -6.474374, 3.554410], [0.691153, -5.154929, 2.431883], [-0.661207, -4.859408, 2.528957], [-1.199653, -3.889766, 1.700544], [-0.391222, -3.208673, 0.795097], [0.960580, -3.529181, 0.702102], [1.508015, -4.504773, 1.517479], [-1.006622, -2.136329, -0.043606], [-2.210255, -2.043934, -0.196146], [-0.169682, -1.280154, -0.602623], [-1.283515, -5.385084, 3.239087], [-2.252563, -3.646570, 1.747033], [1.589345, -3.043321, -0.034582], [2.553657, -4.766927, 1.441566], [-3.685426, 2.780326, -1.991477], [-3.481119, 1.295935, -1.695559], [-3.086123, 0.586108, -3.001163], [-1.955338, 1.207168, -3.591528], [-2.205576, 2.625982, -3.822362], [-2.527855, 3.343788, -2.587444], [-1.380038, 3.410559, -1.670632], [-0.766630, 1.736381, -1.133489], [-2.436470, 1.092343, -0.640222], [-0.726281, 0.973473, -2.825538], [-3.925332, 3.263301, -1.044453], [-4.537490, 2.844695, -2.669616], [-4.359832, 0.892868, -1.368759], [-3.958236, 0.656115, -3.652568], [-2.886748, -0.452292, -2.737217], [-3.044795, 2.728966, -4.512875], [-1.323709, 3.074996, -4.275114], [-1.649767, 3.996687, -0.789627], [-0.568153, 3.941575, -2.169871], [-2.774282, 1.604598, 0.262931], [-2.370933, 0.021017, -0.446142], [-0.552598, -0.096926, -2.722558], [0.123333, 1.391796, -3.368308]], "forces_ev_per_angstrom": [[0.241, -0.054, -0.173], [0.019, 0.012, 0.041], [0.017, 0.015, -0.121], [-0.090, -0.046, 0.037], [0.099, 0.047, 0.055], [-0.025, -0.016, -0.020], [-0.020, -0.001, 0.028], [0.033, 0.025, 0.000], [-0.033, -0.026, -0.036], [-0.027, -0.044, 0.034], [0.068, 0.071, -0.060], [-0.047, -0.008, -0.015], [0.018, 0.012, 0.070], [-0.156, -0.038, 0.042], [0.002, 0.001, -0.024], [0.017, 0.008, -0.012], [-0.011, -0.008, -0.002], [-0.001, 0.002, 0.021], [0.009, -0.014, 0.017], [0.023, 0.002, -0.004], [-0.020, 0.028, -0.022], [0.019, 0.005, 0.004], [-0.052, -0.011, 0.007], [-0.025, 0.022, -0.027], [-0.024, -0.017, 0.026], [0.028, 0.042, -0.054], [0.024, 0.000, -0.027], [-0.127, 0.003, 0.151], [0.010, -0.010, 0.007], [-0.003, -0.007, 0.002], [0.018, 0.001, -0.002], [0.004, 0.000, -0.004], [-0.056, 0.022, 0.020], [-0.031, -0.030, -0.017], [-0.013, -0.017, 0.001], [-0.011, 0.001, -0.014], [-0.005, 0.018, 0.014], [0.034, -0.008, -0.066], [0.042, -0.067, -0.056], [-0.003, 0.037, 0.134], [0.077, 0.024, 0.057], [0.062, 0.054, 0.042], [-0.001, -0.001, -0.006], [0.006, -0.003, 0.001], [-0.002, 0.002, -0.003], [0.012, 0.008, -0.008], [0.003, 0.005, -0.006], [0.004, 0.002, 0.001], [-0.001, -0.003, -0.001], [-0.025, 0.014, -0.022], [-0.011, 0.021, 0.004], [-0.012, -0.013, -0.015], [-0.033, -0.040, 0.018], [-0.002, -0.003, 0.006], [-0.020, -0.018, -0.026]], "nbo_charge": [1.6939, 0.2017, -0.2134, -0.2244, -0.1639, 0.1914, -0.1402, -0.0699, -0.2707, 0.1082, -0.6872, 0.1852, 0.2656, -0.9457, 0.2468, 0.2447, 0.2432, 0.2199, 0.1010, -0.0623, -0.2416, -0.1424, -0.2321, -0.1179, -0.2605, 0.8063, -0.6388, -1.0099, 0.2397, 0.2412, 0.2134, 0.2397, -0.0503, -0.3851, -0.0528, -0.4358, -0.0731, -0.4368, -0.5300, 0.7674, -0.5755, -0.5325, 0.2204, 0.2199, 0.4313, 0.2168, 0.2422, 0.2120, 0.2232, 0.2334, 0.2434, 0.2330, 0.3002, 0.2621, 0.2454], "homo_energy_ev": -10.43, "de_lowest_kj_mol": 11.4, "total_charge": 1, "mol_weight_g_mol": 763.1}